{"formula": "C16H11N3OS3", "method": "ωB97M-V/def2-TZVPD", "elements": ["C", "C", "C", "C", "C", "C", "H", "H", "C", "N", "C", "C", "S", "H", "C", "H", "H", "S", "C", "N", "N", "C", "C", "C", "C", "C", "S", "H", "H", "H", "O", "H", "H", "H"], "xyz": [[-4.19407, -2.87994, 0.31874], [-3.33159, -2.32832, 1.25408], [-2.75393, -1.09555, 1.02618], [-3.03863, -0.39945, -0.15097], [-3.90206, -0.96121, -1.09026], [-4.47608, -2.19493, -0.85263], [-5.14610, -2.62469, -1.58263], [-4.12138, -0.42394, -2.00235], [-2.41952, 0.88651, -0.36682], [-1.76143, 1.54139, 0.52446], [-1.25751, 2.70592, 0.06228], [-1.54082, 2.97006, -1.24781], [-2.47787, 1.70778, -1.93130], [-1.24718, 3.81689, -1.83477], [-0.43592, 3.54608, 0.97201], [-0.80019, 4.57099, 1.03225], [-0.39645, 3.08501, 1.95633], [1.28663, 3.70998, 0.35827], [1.75878, 2.05987, 0.48306], [1.11197, 1.08177, 1.03942], [1.86929, -0.01495, 0.89050], [2.94809, 0.33780, 0.25429], [4.03587, -0.50177, -0.11768], [4.14676, -1.85137, 0.10197], [5.35328, -2.37488, -0.39189], [6.13775, -1.42677, -0.97485], [5.42431, 0.13208, -0.93790], [7.10108, -1.55072, -1.42823], [5.62933, -3.41113, -0.31864], [3.38070, -2.41731, 0.59778], [2.94027, 1.66767, -0.04033], [-2.07091, -0.65273, 1.73316], [-3.10771, -2.86567, 2.16363], [-4.64474, -3.84447, 0.50060]], "nbo_charge": [-0.203, -0.210, -0.182, -0.028, -0.200, -0.214, 0.214, 0.209, 0.053, -0.414, 0.101, -0.435, 0.389, 0.242, -0.527, 0.243, 0.265, 0.288, 0.276, -0.316, -0.272, 0.429, -0.297, -0.189, -0.258, -0.401, 0.474, 0.239, 0.229, 0.242, -0.412, 0.239, 0.215, 0.213], "multiplicity": 1, "smiles": "c1ccc(-c2nc(CSc3nnc(-c4cccs4)o3)cs2)cc1", "lumo_energy_ev": 0.280, "homo_energy_ev": -8.12, "e_tot_ha": -2050.3660, "relative_energy_ev": 0.056}

---

{"formula": "C16H11NO4STb", "method": "ωB97M-V/def2-TZVPD", "elements": ["O", "C", "Tb", "O", "C", "C", "O", "C", "O", "N", "S", "C", "C", "C", "C", "C", "C", "C", "C", "C", "C", "C", "C", "H", "H", "H", "H", "H", "H", "H", "H", "H", "H", "H"], "xyz": [[-2.74380, 3.68357, 1.14909], [-1.83229, 3.71031, 0.49762], [0.09148, 2.90692, -0.77457], [1.70836, 5.41123, 1.40563], [1.15699, 4.74191, 0.66117], [-0.97217, 4.31053, -2.46623], [-1.52479, 4.77324, -3.36704], [2.01722, 3.29527, -2.02158], [2.99580, 3.19343, -2.67261], [0.00158, 1.21340, 0.37543], [-0.49159, -0.00461, -0.61324], [1.03348, -0.87925, -0.71894], [1.86108, -1.02691, 0.39235], [3.01822, -1.79749, 0.25614], [3.33313, -2.39534, -0.96966], [2.49372, -2.21874, -2.07741], [1.33889, -1.44877, -1.96578], [-1.51256, -0.84677, 0.52316], [-2.52028, -1.63210, -0.06070], [-3.32415, -2.40791, 0.76834], [-3.12702, -2.39089, 2.15545], [-2.11967, -1.59580, 2.71377], [-1.29971, -0.81009, 1.90068], [0.50670, 1.08510, 1.24679], [1.61275, -0.56571, 1.34911], [3.66581, -1.93471, 1.11836], [4.23657, -3.00021, -1.06700], [2.72400, -2.67929, -3.03325], [0.65753, -1.28142, -2.80468], [-2.64132, -1.61498, -1.14660], [-4.10117, -3.01923, 0.31979], [-3.76475, -2.99976, 2.79955], [-1.96265, -1.58196, 3.78945], [-0.51541, -0.19300, 2.33742]], "lowdin_spin": [0.002, -0.007, 6.107, 0.001, -0.001, 0.004, 0.002, -0.005, 0.003, -0.097, -0.001, 0.000, 0.000, 0.000, 0.000, 0.000, 0.000, -0.005, -0.001, -0.001, -0.001, 0.000, -0.001, 0.000, 0.000, 0.000, 0.000, 0.000, 0.000, 0.000, 0.000, 0.000, 0.000, 0.000], "charge": 3, "multiplicity": 7, "lumo_energy_ev": [-13.140, -12.851], "homo_energy_ev": [-18.16, -18.16], "e_tot_ha": -2193.4149, "s2": 12.60, "relative_energy_ev": 2.399}

---

{"formula": "C16H12AuN3OS2", "method": "ωB97M-V/def2-TZVPD", "elements": ["Au", "S", "C", "C", "C", "C", "C", "C", "S", "H", "H", "H", "H", "C", "C", "C", "C", "N", "C", "C", "C", "C", "C", "C", "N", "H", "H", "H", "H", "H", "H", "H", "H", "O", "N"], "xyz": [[-0.40631, -0.13010, 0.14006], [-0.37958, -1.10254, 2.19538], [-1.96705, -1.56807, 2.54110], [-2.26069, -2.20872, 3.77152], [-3.54543, -2.57187, 4.02271], [-4.58057, -2.31766, 3.07507], [-4.31598, -1.69841, 1.87831], [-3.00345, -1.31601, 1.59780], [-2.63577, -0.53761, 0.10822], [-1.47428, -2.40078, 4.48926], [-3.79387, -3.06181, 4.95409], [-5.59118, -2.62201, 3.31203], [-5.09979, -1.50468, 1.15824], [5.08001, 0.61459, 0.65962], [5.36255, 1.23548, -0.56437], [4.35266, 1.48230, -1.47177], [3.06070, 1.10796, -1.15513], [2.77534, 0.49556, 0.04853], [3.80351, 0.25607, 0.94861], [0.81251, 1.31420, -2.44346], [0.71934, 1.89714, -3.71077], [-0.48868, 1.98606, -4.35480], [-1.60914, 1.47972, -3.70792], [-1.44438, 0.92355, -2.47111], [-0.25873, 0.82076, -1.80632], [5.86224, 0.41675, 1.37770], [6.37748, 1.52388, -0.80156], [4.53800, 1.95881, -2.42302], [3.47234, -0.22473, 1.85554], [1.62721, 2.27112, -4.15857], [-0.55645, 2.43779, -5.33491], [-2.59439, 1.51248, -4.14868], [-2.31034, 0.53190, -1.96933], [2.11675, 1.36000, -2.05121], [1.57144, 0.16019, 0.31678]], "nbo_charge": [1.094, 0.286, -0.170, -0.216, -0.134, -0.066, -0.237, -0.139, 0.076, 0.257, 0.258, 0.255, 0.256, -0.231, -0.067, -0.255, 0.552, -0.146, 0.065, 0.545, -0.241, -0.084, -0.227, 0.060, -0.559, 0.272, 0.262, 0.268, 0.257, 0.260, 0.261, 0.265, 0.219, -0.462, -0.536], "charge": 2, "multiplicity": 3, "lumo_energy_ev": [-8.075, -9.345], "homo_energy_ev": [-14.65, -15.07], "e_tot_ha": -1787.7658, "s2": 2.04, "relative_energy_ev": 1.933}

---

{"formula": "C16H12Cl3InN5O4S2", "method": "ωB97M-V/def2-TZVPD", "elements": ["In", "N", "C", "N", "C", "C", "S", "C", "C", "S", "C", "N", "N", "H", "H", "H", "H", "H", "H", "Cl", "C", "Cl", "H", "H", "N", "C", "C", "C", "C", "C", "C", "C", "C", "C", "H", "H", "H", "H", "O", "Cl", "O", "O", "O"], "xyz": [[1.31457, -0.40658, -0.07595], [4.64143, -2.08292, -0.53748], [4.65065, -0.75302, -0.65200], [3.55757, -0.00663, -0.73021], [3.90106, 1.36554, -0.78201], [5.23926, 1.62377, -0.79056], [6.15071, 0.18748, -0.75571], [2.86013, 2.39963, -0.70613], [3.04269, 3.75401, -0.72076], [1.53229, 4.55685, -0.56486], [0.70573, 2.98656, -0.51423], [1.53910, 1.96903, -0.58375], [-0.61706, 2.93864, -0.40341], [3.79335, -2.62659, -0.26488], [5.53212, -2.58062, -0.51935], [5.72334, 2.56987, -0.78538], [3.95926, 4.31157, -0.77295], [-1.19681, 3.76384, -0.51567], [-1.09046, 2.01824, -0.37922], [0.01678, -0.97076, 3.02521], [1.32162, -0.01329, 3.71344], [2.74691, 0.32836, 2.57763], [1.74920, -0.59648, 4.54766], [0.95187, 0.94642, 4.03476], [-8.77270, -0.99081, -0.47147], [-7.59539, -0.96331, -0.43731], [-6.19418, -0.83372, -0.44724], [-5.35646, -1.95542, -0.22285], [-3.97998, -1.77572, -0.13385], [-3.43047, -0.49057, -0.30923], [-4.28206, 0.60238, -0.54419], [-5.65726, 0.45364, -0.58625], [-2.03266, -0.30534, -0.23039], [-0.79589, -0.10492, -0.16915], [-5.83290, -2.94738, -0.19827], [-3.35079, -2.60953, 0.05854], [-3.83098, 1.58801, -0.69058], [-6.32215, 1.29282, -0.72850], [0.95623, -2.29732, -1.41207], [1.05900, -3.41594, -0.32379], [-0.22225, -3.75783, 0.14216], [1.80143, -4.48804, -0.86815], [1.81416, -2.68395, 0.72839]], "nbo_charge": [1.741, -0.771, 0.312, -0.648, 0.196, -0.450, 0.460, 0.081, -0.421, 0.426, 0.323, -0.617, -0.787, 0.447, 0.425, 0.262, 0.260, 0.422, 0.447, 0.069, -0.360, -0.012, 0.249, 0.238, -0.255, 0.251, -0.158, -0.152, -0.177, -0.106, -0.194, -0.144, 0.151, -0.717, 0.245, 0.232, 0.213, 0.241, -0.871, 2.499, -0.738, -0.734, -0.876], "charge": 1, "multiplicity": 1, "lumo_energy_ev": -4.148, "homo_energy_ev": -11.27, "e_tot_ha": -3558.2192, "relative_energy_ev": 0.026}

---

{"formula": "C16H12Cl5N4O4V", "method": "ωB97M-V/def2-TZVPD", "elements": ["V", "N", "C", "C", "O", "N", "C", "C", "O", "O", "H", "H", "H", "H", "H", "H", "Cl", "C", "C", "C", "Cl", "C", "Cl", "C", "Cl", "C", "Cl", "N", "C", "O", "C", "C", "C", "C", "N", "C", "H", "H", "H", "H", "H", "H"], "xyz": [[-0.12795, -0.21572, 0.99703], [2.13787, -0.34394, 0.79710], [2.45171, -1.58587, 0.04843], [1.54449, -2.71272, 0.58224], [2.02399, -3.80934, 0.87719], [0.29207, -2.27671, 0.69574], [-0.65979, -2.84567, 1.66548], [-1.16905, -1.50319, 2.21682], [-2.09108, -0.88423, 1.53443], [-0.40687, -0.89489, 3.05369], [2.69326, 0.44571, 0.48461], [2.39223, -0.48509, 1.77076], [3.49592, -1.88674, 0.14701], [2.23315, -1.40525, -1.00794], [-0.16327, -3.46415, 2.41427], [-1.46196, -3.40544, 1.17878], [1.75388, 1.66659, 3.28493], [0.27718, 2.47238, 2.70392], [-0.44622, 1.87367, 1.68734], [-1.53270, 2.63101, 1.27069], [-2.53898, 2.05983, -0.06844], [-1.90595, 3.85479, 1.82503], [-3.28251, 4.74390, 1.24927], [-1.15206, 4.38710, 2.86568], [-1.58020, 5.90355, 3.58630], [-0.03407, 3.68557, 3.30882], [0.93378, 4.35515, 4.58349], [-1.01873, -3.17316, -3.33858], [-0.92091, -1.99361, -3.99367], [-1.14857, -1.86948, -5.18462], [-0.43441, -0.83566, -3.17269], [0.24308, 0.20572, -3.79003], [0.70479, 1.24906, -3.01044], [0.51749, 1.18491, -1.63728], [-0.11609, 0.17899, -1.03732], [-0.64171, -0.77942, -1.80514], [-1.36369, -3.96164, -3.85663], [-0.75617, -3.28373, -2.37401], [0.38379, 0.18281, -4.86256], [1.22294, 2.09484, -3.44013], [0.88686, 1.95578, -0.97022], [-1.23553, -1.51572, -1.27936]], "nbo_charge": [1.155, -0.821, -0.298, 0.643, -0.689, -0.741, -0.296, 0.570, -0.735, -0.710, 0.371, 0.390, 0.195, 0.192, 0.209, 0.184, -0.032, 0.067, -0.435, -0.039, 0.000, -0.089, 0.015, -0.096, 0.018, -0.125, 0.016, -0.809, 0.660, -0.623, -0.190, -0.115, -0.260, 0.072, -0.465, 0.089, 0.404, 0.414, 0.237, 0.222, 0.209, 0.237], "charge": -1, "multiplicity": 2, "lumo_energy_ev": [2.273, 2.208], "homo_energy_ev": [-3.93, -3.33], "e_tot_ha": -4382.0049, "s2": 0.76, "relative_energy_ev": 0.982}

---

{"formula": "C16H12ClN3O4RuS2", "method": "ωB97M-V/def2-TZVPD", "elements": ["Ru", "N", "C", "C", "C", "C", "C", "C", "C", "C", "N", "C", "H", "H", "H", "H", "H", "H", "H", "H", "S", "C", "N", "C", "C", "C", "C", "C", "C", "S", "H", "H", "H", "H", "O", "Cl", "O", "O", "O"], "xyz": [[-0.94349, 0.09817, 0.48964], [1.24342, 0.23359, -0.48039], [1.61357, 1.62902, -0.50404], [2.91617, 2.04723, -0.53592], [3.22998, 3.41841, -0.57303], [2.23816, 4.35782, -0.57033], [0.88436, 3.96186, -0.50377], [-0.18909, 4.87633, -0.42064], [-1.47259, 4.41471, -0.30974], [-1.69749, 3.03257, -0.29325], [-0.71741, 2.15487, -0.38469], [0.57247, 2.58375, -0.47605], [1.22840, -0.16750, -1.41348], [1.87713, -0.30115, 0.10407], [3.71864, 1.31944, -0.53282], [4.26673, 3.72278, -0.60836], [2.47091, 5.41437, -0.60200], [0.02015, 5.93856, -0.43144], [-2.31077, 5.09098, -0.22750], [-2.70296, 2.63544, -0.21904], [-3.36972, -0.42367, -0.42313], [-2.57284, -1.93396, -0.49006], [-1.25891, -1.97583, -0.43704], [-0.75855, -3.26253, -0.43513], [0.58404, -3.63620, -0.39806], [0.90006, -4.97746, -0.43926], [-0.10307, -5.94922, -0.50708], [-1.43728, -5.59614, -0.54697], [-1.76001, -4.24471, -0.51737], [-3.32644, -3.49284, -0.56317], [1.34664, -2.87030, -0.32919], [1.93606, -5.28744, -0.42753], [0.17198, -6.99488, -0.51939], [-2.21389, -6.34798, -0.58823], [-1.17331, 1.41765, 2.52199], [-0.87847, 0.10520, 3.08359], [-0.84332, 0.11307, 4.47755], [-1.88056, -0.79892, 2.53999], [0.39132, -0.30512, 2.49130]], "nbo_charge": [1.555, -0.855, 0.089, -0.176, -0.182, -0.151, -0.102, -0.062, -0.257, 0.119, -0.551, 0.214, 0.417, 0.418, 0.234, 0.242, 0.237, 0.240, 0.252, 0.226, -0.060, -0.105, -0.632, 0.188, -0.238, -0.186, -0.196, -0.182, -0.253, 0.504, 0.204, 0.230, 0.234, 0.236, -0.822, 2.516, -0.713, -0.795, -0.836], "charge": 1, "multiplicity": 6, "lumo_energy_ev": [-3.922, -5.728], "homo_energy_ev": [-11.34, -11.31], "e_tot_ha": -2433.0747, "s2": 8.76, "relative_energy_ev": 0.317}